No. 1
121
Properties=species:S:1:pos:R:3:lowdin_charge:R:1 method="wB97M-V/def2-TZVPD" total_charge=+3 multiplicity=1 orbital_gap_ev=9.2 de_lowest_kj_mol=367.9
C 3.025 -13.124 -2.122 -0.057
C 2.305 -14.412 -1.876 -0.164
N 1.270 -14.363 -0.699 -0.206
C 0.767 -15.812 -0.420 0.024
C 1.908 -13.803 0.622 -0.117
C 3.298 -14.483 0.892 -0.050
C 0.151 -13.378 -1.047 -0.084
C -1.218 -13.561 -0.361 -0.193
O -0.953 -13.479 1.027 -0.186
C -1.917 -14.203 1.826 -0.073
H 4.004 -13.246 -2.586 0.069
H 3.225 -12.408 -1.325 0.098
H 2.411 -12.639 -2.881 0.087
H 2.962 -15.225 -1.566 0.070
H 1.656 -14.745 -2.686 0.121
H 1.523 -16.587 -0.301 0.033
H 0.069 -16.087 -1.211 0.104
H 0.261 -15.835 0.545 0.096
H 1.293 -14.066 1.483 0.117
H 1.921 -12.713 0.608 0.126
H 3.187 -15.531 1.169 0.069
H 3.691 -13.987 1.780 0.090
H 4.090 -14.492 0.143 0.067
H -0.067 -13.732 -2.054 0.124
H 0.448 -12.334 -1.146 0.145
H -1.603 -14.535 -0.663 0.113
H -1.941 -12.874 -0.801 0.142
H -1.776 -13.978 2.883 0.097
H -2.008 -15.283 1.709 0.083
H -2.943 -13.876 1.658 0.093
C 1.171 -21.457 1.697 -0.106
C 0.998 -22.180 0.446 -0.159
N -0.010 -21.468 -0.603 -0.162
C 0.444 -19.992 -0.779 -0.015
C 0.095 -22.163 -2.027 -0.103
C -0.319 -23.691 -1.987 -0.043
C -1.454 -21.485 0.107 -0.060
C -2.634 -21.263 -0.753 -0.254
O -2.491 -20.144 -1.557 -0.209
C -3.434 -20.016 -2.652 -0.043
H 0.224 -21.276 2.205 0.088
H 1.739 -20.526 1.696 0.086
H 1.792 -22.076 2.345 0.103
H 0.673 -23.192 0.686 0.133
H 2.006 -22.139 0.034 0.127
H 0.524 -19.450 0.164 0.089
H -0.179 -19.430 -1.475 0.094
H 1.433 -20.108 -1.220 0.038
H 1.090 -22.090 -2.465 0.125
H -0.668 -21.621 -2.587 0.108
H 0.582 -24.195 -1.635 0.074
H -0.559 -24.045 -2.989 0.089
H -1.228 -23.894 -1.422 0.073
H -1.488 -20.784 0.941 0.132
H -1.577 -22.478 0.541 0.135
H -3.532 -21.100 -0.157 0.149
H -2.792 -22.176 -1.328 0.125
H -3.198 -20.687 -3.478 0.087
H -3.530 -19.034 -3.115 0.095
H -4.387 -20.387 -2.274 0.094
C 6.468 -20.752 1.780 -0.032
C 6.068 -21.129 0.293 -0.171
N 7.077 -20.839 -0.767 -0.189
C 7.220 -19.262 -0.812 0.037
C 8.485 -21.519 -0.397 -0.116
C 8.494 -23.046 -0.240 -0.047
C 6.679 -21.525 -2.121 -0.087
C 7.652 -21.538 -3.244 -0.242
O 8.345 -20.326 -3.270 -0.218
C 9.377 -20.328 -4.263 -0.051
H 7.220 -21.393 2.241 0.080
H 5.573 -21.000 2.351 0.079
H 6.646 -19.704 2.019 0.080
H 5.310 -20.452 -0.101 0.068
H 5.708 -22.156 0.221 0.127
H 6.741 -18.764 -1.655 0.047
H 8.289 -19.050 -0.825 0.101
H 6.856 -18.881 0.142 0.079
H 8.744 -20.934 0.485 0.120
H 9.262 -21.297 -1.128 0.118
H 8.368 -23.494 0.745 0.089
H 9.509 -23.349 -0.497 0.094
H 7.916 -23.575 -0.997 0.075
H 5.791 -21.117 -2.604 0.114
H 6.351 -22.540 -1.898 0.126
H 7.087 -21.653 -4.169 0.128
H 8.316 -22.389 -3.088 0.130
H 10.058 -21.140 -4.006 0.099
H 9.946 -19.400 -4.314 0.100
H 8.938 -20.524 -5.241 0.092
C 6.244 -15.342 -2.786 -0.045
C 6.500 -15.636 -4.206 -0.144
N 5.645 -16.763 -4.840 -0.217
C 5.812 -16.739 -6.409 0.054
C 6.052 -18.153 -4.367 -0.184
C 5.623 -19.380 -5.161 -0.041
C 4.151 -16.510 -4.510 -0.074
C 3.445 -15.349 -5.267 -0.183
O 4.096 -14.113 -5.096 -0.232
C 3.703 -13.030 -5.905 -0.072
H 7.073 -14.753 -2.392 0.110
H 6.330 -16.242 -2.175 0.072
H 5.261 -14.897 -2.634 0.054
H 7.481 -16.072 -4.393 0.134
H 6.304 -14.819 -4.901 0.122
H 6.844 -17.039 -6.585 0.113
H 5.761 -15.686 -6.687 0.101
H 5.109 -17.395 -6.924 0.109
H 5.843 -18.084 -3.300 0.064
H 7.141 -18.182 -4.404 0.114
H 4.704 -19.148 -5.700 0.074
H 5.317 -20.184 -4.492 0.074
H 6.342 -19.571 -5.958 0.096
H 4.087 -16.343 -3.435 0.058
H 3.597 -17.438 -4.651 0.130
H 2.369 -15.198 -5.181 0.133
H 3.594 -15.657 -6.302 0.107
H 4.215 -12.102 -5.648 0.105
H 2.620 -12.910 -5.872 0.094
H 3.960 -13.201 -6.950 0.095
Cl 3.686 -18.216 -1.165 -0.383

No. 2
226
Properties=species:S:1:pos:R:3:lowdin_charge:R:1 method="wB97M-V/def2-TZVPD" total_charge=0 multiplicity=1 orbital_gap_ev=6.1
Na -0.165 -3.359 2.143 0.320
C -0.598 -1.334 -2.450 -0.019
C 0.199 -1.617 -1.127 -0.460
C 1.502 -0.836 -1.134 -0.166
C 1.385 0.619 -0.796 -0.160
C 0.572 0.825 0.495 -0.121
C -0.765 0.101 0.647 -0.507
N -0.592 -1.278 0.094 -0.141
O -1.740 -2.180 0.342 -0.295
C -1.782 0.932 -0.066 -0.041
C -1.047 0.127 2.137 -0.022
C 0.623 -3.098 -1.015 -0.014
H -0.973 -0.384 -2.831 0.064
H -1.538 -1.883 -2.387 0.061
H -0.085 -1.794 -3.295 0.063
H 1.974 -0.923 -2.112 0.112
H 2.262 -1.248 -0.470 0.103
H 0.975 1.023 -1.722 0.097
H 2.388 1.043 -0.769 0.095
H 0.429 1.900 0.604 0.089
H 1.265 0.600 1.307 0.098
H -2.757 0.448 -0.125 0.071
H -1.563 1.117 -1.118 0.061
H -2.040 1.916 0.325 0.068
H -2.065 -0.215 2.320 0.059
H -0.930 1.126 2.557 0.102
H -0.527 -0.739 2.547 0.068
H -0.235 -3.758 -1.144 0.065
H 1.033 -3.303 -0.027 0.070
H 1.314 -3.450 -1.781 0.084
C -2.965 -5.722 -1.003 -0.162
C -2.697 -5.472 -2.490 -0.130
O -1.440 -6.066 -2.545 0.054
C -1.297 -7.036 -1.593 -0.507
O -0.327 -7.745 -1.486 0.152
O -2.345 -6.921 -0.734 0.054
H -4.040 -5.768 -0.830 0.140
H -2.563 -4.874 -0.449 0.118
H -2.791 -4.395 -2.632 0.126
H -3.367 -5.903 -3.234 0.132
C 1.871 -0.344 -5.527 -0.060
C 1.190 -1.283 -6.605 -0.091
O 1.807 -2.535 -6.458 0.110
C 2.768 -2.459 -5.601 -0.556
O 3.640 -3.370 -5.486 0.080
O 2.777 -1.302 -4.969 0.037
H 1.091 0.013 -4.855 0.113
H 2.396 0.514 -5.948 0.130
H 1.411 -0.966 -7.624 0.128
H 0.106 -1.177 -6.560 0.129
C 5.782 -4.460 -2.091 -0.136
C 4.758 -3.560 -2.652 -0.124
O 4.602 -2.645 -1.607 0.077
C 4.847 -3.210 -0.496 -0.567
O 4.542 -2.758 0.624 0.084
O 5.478 -4.351 -0.758 0.088
H 6.810 -4.153 -2.283 0.142
H 5.774 -5.505 -2.402 0.148
H 3.784 -4.048 -2.687 0.145
H 5.047 -3.202 -3.640 0.120
C -5.082 -1.538 -0.454 -0.144
C -5.165 -1.367 1.009 -0.114
O -6.429 -0.703 1.100 0.067
C -7.204 -1.040 0.108 -0.571
O -8.335 -0.710 -0.004 0.170
O -6.448 -1.816 -0.803 0.028
H -4.573 -2.417 -0.850 0.125
H -4.766 -0.686 -1.056 0.127
H -4.364 -0.822 1.508 0.113
H -5.210 -2.352 1.473 0.118
C -1.329 3.902 -4.363 -0.100
C -0.976 3.715 -2.946 -0.180
O 0.401 3.621 -2.911 0.055
C 0.827 3.214 -4.136 -0.524
O 2.013 2.932 -4.387 0.095
O -0.221 3.182 -4.938 0.070
H -1.289 4.945 -4.678 0.131
H -2.236 3.443 -4.756 0.132
H -1.556 2.868 -2.580 0.118
H -1.337 4.604 -2.430 0.130
C 5.091 0.914 -3.271 -0.083
C 5.514 -0.520 -3.519 -0.180
O 6.471 -0.439 -4.511 0.072
C 7.026 0.835 -4.392 -0.550
O 8.105 1.138 -4.813 0.158
O 6.202 1.626 -3.758 0.103
H 4.853 1.188 -2.243 0.129
H 4.219 0.990 -3.921 0.119
H 4.674 -1.099 -3.903 0.097
H 5.874 -1.055 -2.640 0.122
C 0.999 5.799 -0.519 -0.116
C 1.103 4.683 0.558 -0.098
O -0.095 4.939 1.314 0.022
C -0.914 5.879 0.668 -0.441
O -2.056 6.134 1.057 0.121
O -0.333 6.326 -0.510 0.044
H 1.314 5.360 -1.466 0.116
H 1.606 6.655 -0.225 0.130
H 2.007 4.866 1.139 0.127
H 1.169 3.694 0.105 0.102
C -6.369 2.874 1.675 -0.040
C -5.473 3.047 2.960 -0.428
C -3.991 3.280 2.342 -0.111
C -3.062 3.955 3.344 -0.191
C -3.689 5.188 3.939 -0.132
C -5.085 4.928 4.580 -0.424
N -6.012 4.187 3.676 -0.157
O -7.286 4.023 4.158 0.001
C -4.894 4.115 5.924 -0.027
C -5.709 6.384 4.862 -0.025
C -5.545 1.683 3.714 -0.021
H -5.894 2.177 0.984 0.063
H -6.379 3.836 1.162 0.076
H -7.387 2.543 1.880 0.080
H -3.575 2.305 2.090 0.088
H -4.017 3.799 1.383 0.091
H -2.093 4.110 2.869 0.093
H -2.928 3.127 4.040 0.102
H -3.730 5.996 3.209 0.110
H -3.080 5.526 4.777 0.121
H -5.776 3.573 6.263 0.074
H -4.131 3.339 5.862 0.061
H -4.653 4.902 6.638 0.072
H -5.739 7.014 3.973 0.074
H -6.729 6.185 5.190 0.064
H -5.240 6.988 5.639 0.073
H -4.879 0.957 3.247 0.055
H -6.529 1.216 3.663 0.081
H -5.212 1.721 4.751 0.062
H -7.788 4.706 3.707 0.109
C -5.344 -3.246 4.645 -0.079
O -3.934 -3.193 4.810 -0.223
C -3.191 -2.094 4.262 -0.185
C -1.795 -1.928 4.945 -0.185
N -0.958 -3.089 4.645 -0.028
C 0.399 -2.916 5.324 -0.143
C 1.423 -1.850 4.729 -0.161
O 1.793 -2.417 3.438 -0.217
C 2.737 -1.480 2.882 -0.090
H -5.744 -4.225 4.907 0.091
H -5.550 -2.960 3.613 0.070
H -5.824 -2.531 5.313 0.087
H -3.773 -1.224 4.564 0.114
H -3.110 -2.142 3.176 0.096
H -2.059 -1.886 6.001 0.120
H -1.299 -0.990 4.693 0.102
H -1.371 -3.853 5.162 0.107
H 0.868 -3.899 5.366 0.106
H 0.325 -2.765 6.401 0.107
H 2.269 -1.728 5.405 0.121
H 0.988 -0.852 4.681 0.108
H 3.090 -1.584 1.856 0.054
H 3.586 -1.418 3.563 0.095
H 2.276 -0.493 2.914 0.071
C 4.669 2.446 0.714 -0.100
O 5.752 1.489 0.466 -0.195
C 5.641 0.381 1.439 -0.165
C 6.933 -0.457 1.411 -0.214
N 8.159 0.280 1.688 -0.062
C 9.387 -0.477 1.609 -0.214
C 10.691 0.375 1.746 -0.179
O 10.946 1.180 0.582 -0.183
C 11.809 0.611 -0.350 -0.144
H 4.524 3.093 -0.152 0.082
H 4.743 3.063 1.609 0.083
H 3.720 1.921 0.817 0.055
H 4.771 -0.243 1.231 0.093
H 5.666 0.841 2.426 0.120
H 7.057 -0.929 0.436 0.106
H 6.834 -1.296 2.099 0.121
H 8.237 0.873 0.874 0.105
H 9.352 -1.148 0.750 0.108
H 9.414 -1.184 2.438 0.112
H 11.615 -0.043 2.146 0.117
H 10.513 1.050 2.583 0.114
H 12.859 0.533 -0.066 0.083
H 11.762 1.060 -1.342 0.088
H 11.516 -0.401 -0.627 0.078
C -4.166 3.387 -1.561 -0.065
O -3.892 4.473 -2.512 -0.207
C -4.958 4.816 -3.358 -0.224
C -4.700 5.909 -4.447 -0.160
N -3.912 5.427 -5.635 -0.052
C -3.456 6.549 -6.508 -0.204
C -2.822 6.034 -7.782 -0.253
O -3.921 5.640 -8.536 -0.178
C -3.666 5.437 -9.877 -0.122
H -4.194 2.400 -2.022 0.084
H -5.155 3.370 -1.102 0.074
H -3.395 3.416 -0.791 0.066
H -5.746 5.174 -2.695 0.117
H -5.298 3.871 -3.783 0.118
H -4.088 6.667 -3.957 0.116
H -5.695 6.309 -4.646 0.111
H -4.442 4.718 -6.121 0.104
H -2.675 7.064 -5.949 0.112
H -4.217 7.287 -6.761 0.121
H -2.065 5.272 -7.597 0.124
H -2.247 6.889 -8.137 0.123
H -3.414 6.362 -10.396 0.089
H -4.571 5.018 -10.316 0.093
H -2.825 4.759 -10.018 0.088
C 4.842 -7.600 4.327 -0.133
O 3.808 -6.764 3.947 -0.178
C 3.698 -6.568 2.549 -0.196
C 2.769 -5.337 2.277 -0.171
N 1.409 -5.599 2.753 -0.029
C 0.759 -6.488 1.760 -0.183
C -0.722 -6.653 2.109 -0.156
O -1.406 -5.365 2.158 -0.231
C -2.753 -5.406 2.519 -0.114
H 4.957 -7.555 5.410 0.091
H 5.837 -7.460 3.906 0.085
H 4.555 -8.594 3.984 0.088
H 3.226 -7.378 1.992 0.106
H 4.682 -6.357 2.129 0.121
H 2.917 -4.850 1.312 0.113
H 3.103 -4.587 2.994 0.104
H 1.297 -6.129 3.605 0.115
H 1.252 -7.453 1.644 0.119
H 0.649 -5.982 0.800 0.117
H -0.785 -7.098 3.102 0.123
H -1.276 -7.279 1.409 0.112
H -2.907 -5.372 3.598 0.082
H -3.308 -6.306 2.256 0.094
H -3.291 -4.576 2.063 0.089